<i>
The following is a DFT calculation (ωB97M-V with the def2-TZVPD basis set) of one molecule with the formula C4H6N4.

Cartesian coordinates (Å):
C -2.2968 -0.7928 -0.7095
N -1.5201 -0.1727 -1.8144
N -0.4000 0.2460 -1.4901
C -0.2677 -0.2576 -0.1362
C 1.0564 -0.1941 0.3837
C 1.4903 1.2667 0.9634
N 2.0448 0.5920 -0.3988
N -1.2936 -0.9956 0.2749
H -3.1833 -1.3356 -0.9172
H 1.3928 -1.1667 0.8565
H 0.6169 2.0055 0.9818
H 2.1465 1.1076 1.9973
H 1.4847 1.0403 -1.2947
H -1.2708 -1.3430 1.3032

Calculated values
* spin multiplicity: 1
* structure (SMILES): c1nnc([C@@H]2CN2)[nH]1
* orbital gap: 0.3190 hartree
* E_LUMO: 0.43 eV

Computed natural (NBO) charges, given in elementary charges:
1. C -0.02
2. N -0.20
3. N -0.26
4. C 0.26
5. C -0.15
6. C -0.30
7. N -0.56
8. N -0.51
9. H 0.22
10. H 0.21
11. H 0.22
12. H 0.22
13. H 0.41
14. H 0.45

<ii>
The following is a DFT calculation (ωB97M-V with the def2-TZVPD basis set) of a 2-piece molecular cluster, C4H6N4 overall.

Cartesian coordinates (Å):
H 0.6944 1.6243 1.2071
N 1.5192 2.1365 0.8298
N 1.9786 1.6492 -0.1862
C 2.4063 0.3903 -0.4242
N 3.1181 -0.4345 -0.8290
C -2.3100 -0.3031 -0.3334
C -0.8623 -0.4863 -0.6775
C 0.0627 -0.8407 0.1925
N 0.6943 -0.8024 1.2435
H -2.6967 0.6164 -0.7743
H -2.4562 -0.2905 0.7442
H -2.8962 -1.1351 -0.7269
H -0.6324 -0.6050 -1.7272
H 1.3803 -1.5191 1.4616

Calculated values
* spin multiplicity: 1
* structure (SMILES): [H]/N=N\C#N.CC=C=N
* orbital gap: 0.2849 hartree
* E_LUMO: -1.13 eV

Computed natural (NBO) charges, given in elementary charges:
1. H 0.33
2. N -0.18
3. N -0.16
4. C 0.32
5. N -0.33
6. C -0.61
7. C -0.44
8. C 0.45
9. N -0.69
10. H 0.22
11. H 0.22
12. H 0.22
13. H 0.25
14. H 0.41

<iii>
The following is a DFT calculation (ωB97M-V with the def2-TZVPD basis set) of one molecule with the formula C4H6N4.

Cartesian coordinates (Å):
H 1.0183 2.8006 1.8841
N 0.3652 2.1914 1.2374
N 1.1462 1.3940 0.6105
C 0.4685 0.4375 -0.2662
N 1.4275 -0.6221 -0.6927
C 0.5911 -1.6761 -1.0475
C -0.6822 -1.4941 -0.5975
C -0.7327 -0.1264 -0.1562
N -1.7377 0.5465 0.6346
H 2.2842 -0.4701 -1.2522
H 1.0184 -2.5022 -1.5549
H -1.3951 -2.1995 -0.9100
H -1.3418 1.5716 0.7836
H -2.4298 0.1491 1.3272

Calculated values
* spin multiplicity: 1
* structure (SMILES): [H]/N=N/c1[nH]ccc1N
* orbital gap: 0.3211 hartree
* E_LUMO: 0.63 eV

Computed natural (NBO) charges, given in elementary charges:
1. H 0.33
2. N -0.42
3. N -0.12
4. C 0.09
5. N -0.54
6. C 0.04
7. C -0.36
8. C 0.16
9. N -0.86
10. H 0.41
11. H 0.20
12. H 0.23
13. H 0.43
14. H 0.41

Most stable = <iii>

<i>
The following is a DFT calculation (ωB97M-V with the def2-TZVPD basis set) of one molecule with the formula C4H6N4.

Cartesian coordinates (Å):
H -0.8831 0.0386 -2.1007
N -0.4606 0.9334 -2.2844
N -0.1892 1.5510 -1.1362
C -0.3826 0.6629 0.0505
C 0.1244 1.0972 1.3587
N 0.3731 0.0293 2.1004
N 0.3501 -1.0931 1.2919
C -0.1939 -0.6739 -0.0031
C 0.2439 -1.6831 -0.9672
H -0.0548 2.0522 1.8073
H 0.6029 -2.0940 1.3404
H 0.4831 -1.4920 -2.0153
H 1.1996 -2.3441 -0.5835
H -0.6122 -2.5231 -0.8847

Calculated values
* spin multiplicity: 1
* structure (SMILES): [H]/N=N\c1cn[nH]c1C
* orbital gap: 0.3518 hartree
* E_LUMO: -0.09 eV

Computed natural (NBO) charges, given in elementary charges:
1. H 0.28
2. N -0.32
3. N -0.09
4. C -0.07
5. C -0.02
6. N -0.22
7. N -0.37
8. C 0.13
9. C -0.68
10. H 0.22
11. H 0.43
12. H 0.25
13. H 0.23
14. H 0.24

<ii>
The following is a DFT calculation (ωB97M-V with the def2-TZVPD basis set) of C4H6N4 as an isolated structure.

Cartesian coordinates (Å):
C -0.8279 0.2640 -1.1972
C -0.0866 -0.4337 0.8653
C 1.0869 -0.1078 1.4255
C 1.7142 0.4203 0.0550
H -2.3756 0.3307 -2.0147
H -2.9870 -0.7987 -0.5430
H 1.2901 0.5081 2.2451
H 1.7390 -1.0049 1.6949
H 2.5744 -0.3182 -0.2610
H 1.9061 1.3764 -0.1661
N -1.2446 0.8904 -2.2776
N -1.7395 -0.3995 -0.3052
N -1.3297 -0.8159 0.9441
N 0.2800 0.0890 -0.4653

Calculated values
* spin multiplicity: 1
* orbital gap: 0.3119 hartree
* E_LUMO: 0.64 eV

Computed natural (NBO) charges, given in elementary charges:
1. C 0.49
2. C 0.31
3. C -0.46
4. C -0.13
5. H 0.30
6. H 0.42
7. H 0.25
8. H 0.22
9. H 0.21
10. H 0.20
11. N -0.69
12. N -0.47
13. N -0.23
14. N -0.42

Most stable = <i>

<i>
The following is a DFT calculation (ωB97M-V with the def2-TZVPD basis set) of one molecule with the formula C4H10O2.

Cartesian coordinates (Å):
O -1.7997 1.0168 -1.0611
C -1.7178 0.0814 -0.0035
C -0.5153 -0.8986 -0.0061
C 0.7859 -0.5004 1.2642
C 1.5336 0.6004 0.5433
O 0.9431 0.7063 -0.7712
H -0.9139 1.3900 -1.1752
H -1.7131 0.5896 0.9666
H -2.6550 -0.4874 -0.0788
H -0.3788 -1.1428 -1.1037
H -0.7392 -1.8316 0.4593
H 1.4468 -1.3424 1.5849
H 0.3103 -0.1596 2.2158
H 2.6067 0.4312 0.4099
H 1.3850 1.5907 0.9809
H 1.3596 0.0818 -1.3774

Calculated values
* spin multiplicity: 1
* structure (SMILES): OCCCCO
* orbital gap: 0.3898 hartree
* E_LUMO: 0.80 eV

Computed natural (NBO) charges, given in elementary charges:
1. O -0.73
2. C -0.08
3. C -0.39
4. C -0.43
5. C -0.10
6. O -0.75
7. H 0.49
8. H 0.15
9. H 0.18
10. H 0.21
11. H 0.19
12. H 0.21
13. H 0.21
14. H 0.18
15. H 0.19
16. H 0.48

<ii>
The following is a DFT calculation (ωB97M-V with the def2-TZVPD basis set) of a 2-piece molecular cluster, C4H10O2 overall.

Cartesian coordinates (Å):
C 0.3242 -0.2462 -0.0856
C -0.8933 0.4442 -0.2172
C 1.5452 0.3150 0.5720
C -1.1461 -0.2213 1.5224
O 0.4054 0.3977 -1.9552
O 0.1771 -0.8266 -2.7181
H 0.0406 -0.4676 -3.6033
H 0.3095 -1.3165 -0.2664
H -1.6575 -0.0225 -0.8228
H -0.8914 1.5178 -0.0766
H 1.4288 1.3733 0.8031
H 2.3726 0.2023 -0.1282
H 1.7948 -0.2331 1.4813
H -2.2304 -0.1520 1.5248
H -0.7147 0.4832 2.2257
H -0.8649 -1.2477 1.7442

Calculated values
* spin multiplicity: 1
* orbital gap: 0.3199 hartree
* E_LUMO: 0.95 eV

Computed natural (NBO) charges, given in elementary charges:
1. C 0.17
2. C -0.31
3. C -0.67
4. C -0.67
5. O -0.49
6. O -0.53
7. H 0.46
8. H 0.22
9. H 0.24
10. H 0.23
11. H 0.22
12. H 0.27
13. H 0.23
14. H 0.23
15. H 0.21
16. H 0.22

Most stable = <i>

<i>
The following is a DFT calculation (ωB97M-V with the def2-TZVPD basis set) of C4H10O2 as an isolated structure.

Cartesian coordinates (Å):
C -2.3626 0.4315 -0.0851
O -2.0938 -0.5973 -0.9582
C -0.8875 -0.6207 -1.4459
C 0.1935 -0.2115 0.6675
O 1.2613 0.2957 -0.1086
C 2.5042 0.2633 0.5536
H -3.3429 0.2872 0.3759
H -1.1062 0.2412 0.5182
H -2.2123 1.4301 -0.5114
H -0.6120 -1.5570 -1.9307
H -0.3907 0.3019 -1.7404
H 0.2420 0.2533 1.6764
H 0.2566 -1.2984 0.8211
H 2.4865 0.8376 1.4959
H 2.8181 -0.7675 0.7898
H 3.2458 0.7105 -0.1181

Calculated values
* spin multiplicity: 1
* orbital gap (spin up / spin down): 0.3072 / 0.3071 hartree
* E_LUMO (spin up / spin down): 0.56 / 0.56 eV

Computed natural (NBO) charges, given in elementary charges:
1. C -0.30
2. O -0.40
3. C 0.02
4. C -0.29
5. O -0.57
6. C -0.25
7. H 0.19
8. H 0.21
9. H 0.17
10. H 0.18
11. H 0.18
12. H 0.17
13. H 0.16
14. H 0.16
15. H 0.16
16. H 0.19

<ii>
The following is a DFT calculation (ωB97M-V with the def2-TZVPD basis set) of a 2-piece molecular cluster, C4H10O2 overall.

Cartesian coordinates (Å):
C 0.4556 2.0253 -0.9150
C 1.1842 1.7555 0.1475
O 0.6333 1.2879 1.3784
H 0.8532 1.9923 -1.8217
H -0.6349 2.4099 -0.7854
H 2.2676 1.8690 0.1451
H 0.3834 0.4302 1.0254
C -1.5482 -2.0050 0.6245
C -0.8225 -1.6857 -0.7316
O 0.3352 -0.8059 -0.4389
H -2.6060 -2.5343 0.5372
H -1.6455 -0.9430 1.2098
H -1.1178 -2.8693 1.1848
H -0.5043 -2.6137 -1.2632
H -1.3500 -1.0448 -1.4966
H 0.9922 -1.0923 -1.0035

Calculated values
* spin multiplicity: 1
* structure (SMILES): C=CO.CCO
* orbital gap: 0.3548 hartree
* E_LUMO: 0.74 eV

Computed natural (NBO) charges, given in elementary charges:
1. C -0.47
2. C 0.14
3. O -0.73
4. H 0.19
5. H 0.20
6. H 0.16
7. H 0.50
8. C -0.66
9. C -0.09
10. O -0.75
11. H 0.22
12. H 0.23
13. H 0.23
14. H 0.17
15. H 0.18
16. H 0.47

<iii>
The following is a DFT calculation (ωB97M-V with the def2-TZVPD basis set) of a 3-piece molecular cluster, C4H10O2 overall.

Cartesian coordinates (Å):
C -0.4186 -1.1619 -0.7420
C 0.4429 -0.2249 -1.1386
C 1.9218 -0.2626 -0.9013
O 0.0843 0.8955 -1.8341
H -1.4797 -1.1030 -0.9666
H -0.0828 -2.0250 -0.1782
H 2.2841 0.7228 -0.5918
H 2.4396 -0.5335 -1.8263
H 2.1720 -0.9950 -0.1296
H -0.8770 0.8916 -1.9411
H 0.4209 1.3486 1.3843
H 0.3783 0.7861 0.8982
C -1.8209 0.4179 1.9956
O -2.3343 -0.4346 1.3180
H -1.9794 1.4984 1.8087
H -1.1513 0.1794 2.8448

Calculated values
* spin multiplicity: 1
* structure (SMILES): C=C(C)O.[H][H].C=O
* orbital gap: 0.3557 hartree
* E_LUMO: 0.88 eV

Computed natural (NBO) charges, given in elementary charges:
1. C -0.53
2. C 0.32
3. C -0.67
4. O -0.69
5. H 0.21
6. H 0.21
7. H 0.22
8. H 0.23
9. H 0.22
10. H 0.48
11. H -0.01
12. H 0.01
13. C 0.28
14. O -0.51
15. H 0.11
16. H 0.11

<iv>
The following is a DFT calculation (ωB97M-V with the def2-TZVPD basis set) of a 3-piece molecular cluster, C4H10O2 overall.

Cartesian coordinates (Å):
C 0.3336 1.1452 -0.0264
C -1.1841 1.1572 0.2347
C -1.7407 -0.1557 0.0843
C -3.1016 -0.4981 -0.1239
H 0.7007 0.9245 -1.0159
H 0.6959 2.0666 0.3987
H 0.7070 0.3612 0.5944
H -1.0528 -0.9824 0.0746
H -3.4713 -1.5053 -0.0986
H -3.7278 0.2688 -0.3887
H -1.8060 2.0486 0.0973
H 3.7167 0.1973 1.0085
O 3.0005 0.2315 0.3638
H 2.4714 -2.4716 -0.7179
H 2.5342 -1.0739 0.0262
O 1.9244 -1.7140 -0.5111

Calculated values
* spin multiplicity: 1
* orbital gap: 0.1301 hartree
* E_LUMO: -3.69 eV

Computed natural (NBO) charges, given in elementary charges:
1. C -0.70
2. C 0.20
3. C -0.32
4. C -0.10
5. H 0.32
6. H 0.24
7. H 0.31
8. H 0.26
9. H 0.22
10. H 0.19
11. H 0.21
12. H 0.43
13. O -1.13
14. H 0.45
15. H 0.50
16. O -1.06

Most stable = <iii>